# C3H8I2In

A molecular structure, C3H8I2In (ωB97M-V/def2-TZVPD, the OMol25 dataset).

```
! wB97M-V def2-TZVPD RIJCOSX def2/J DEFGRID3
* xyz -1 1
C -1.54 -0.29 0.78
C -0.72 0.94 0.37
I 0.27 1.80 2.10
C 0.23 0.60 -0.76
In 1.68 -1.15 -0.57
I 1.29 2.37 -1.42
H -2.57 -0.19 0.44
H -1.11 -1.19 0.33
H -1.57 -0.45 1.86
H -1.40 1.75 0.10
H -0.42 0.44 -1.63
H 2.68 -1.09 -2.00
H 0.65 -2.59 -0.54
H 2.54 -0.96 0.94
*
```

Kohn-Sham gap (Ha): 0.275
DFT total energy (hartree): -904.58845
Molar mass (g mol⁻¹): 412.72

=====

# C4H8O2

C4H8O2 in the gas phase in a non-equilibrium geometry (ωB97M-V/def2-TZVPD, the OMol25 dataset).

```
! wB97M-V def2-TZVPD RIJCOSX def2/J DEFGRID3
* xyz 0 1
C -1.78 -0.27 0.81
C -0.93 -0.32 -0.43
O 0.26 -1.11 -0.34
C 1.13 -0.16 -0.91
O 1.24 0.00 -2.09
C 1.87 0.53 0.19
H -2.31 -1.21 1.01
H -1.19 0.00 1.69
H -2.52 0.52 0.63
H -1.46 -0.60 -1.34
H -0.55 0.71 -0.61
H 1.28 0.57 1.11
H 2.24 1.52 -0.09
H 2.71 -0.15 0.36
*
```

Kohn-Sham gap (Ha): 0.420
SMILES: CCOC(C)=O
DFT total energy (hartree): -307.66453
Molar mass (g mol⁻¹): 88.11
Energy relative to the best compared isomer or geometry (same formula, charge and spin) (eV): 1.303

=====

# C5H32O11S

11 unconnected molecules or ions with the total composition C5H32O11S in a non-equilibrium geometry (ωB97M-V/def2-TZVPD, the OMol25 dataset).

```
! wB97M-V def2-TZVPD RIJCOSX def2/J DEFGRID3
* xyz 0 1
C 1.55 -2.33 2.34
O 0.95 -1.16 2.96
C 1.45 -2.18 0.79
C 2.73 -1.63 0.15
C 3.09 -2.27 -1.18
S 1.75 -2.35 -2.37
C 1.81 -0.69 -3.08
H 1.02 -3.19 2.76
H 2.59 -2.25 2.69
H 1.57 -0.40 2.93
H 1.31 -3.23 0.49
H 0.57 -1.58 0.56
H 3.53 -1.66 0.87
H 2.65 -0.52 0.09
H 3.44 -3.28 -1.01
H 3.88 -1.74 -1.74
H 2.80 -0.24 -2.92
H 1.47 -0.69 -4.11
H 1.09 -0.05 -2.53
H -0.96 2.63 2.06
H 0.06 3.81 1.98
O -0.06 2.91 2.28
H -3.87 -1.40 0.27
H -3.07 -0.22 0.13
O -3.95 -0.45 0.43
H -3.99 1.25 0.98
H -2.58 1.41 1.45
O -3.38 1.94 1.32
H -0.51 -0.80 2.34
H -1.49 -1.38 1.27
O -1.28 -0.56 1.74
H -2.88 2.38 -1.91
H -1.64 2.14 -2.85
O -2.50 2.55 -2.76
H -0.42 0.22 0.07
H 0.40 1.53 0.51
O -0.12 1.10 -0.17
H 0.49 2.06 -1.99
H 1.98 2.16 -1.83
O 1.23 2.64 -2.20
H 1.21 1.88 2.41
H 2.66 1.57 2.88
O 1.98 1.26 2.27
H -2.37 3.70 -0.89
H -1.62 2.84 0.14
O -1.92 3.74 -0.04
H -1.88 -2.82 -1.09
H -3.23 -3.44 -0.80
O -2.75 -2.60 -0.74
*
```

Kohn-Sham gap (Ha): 0.325
SMILES: CSCCCCO.O.O.O.O.O.O.O.O.O.O
DFT total energy (hartree): -1435.48872
Molar mass (g mol⁻¹): 300.37
Energy relative to the best compared isomer or geometry (same formula, charge and spin) (eV): 0.000

=====

# C29H18ClN4O6Tc

A molecular structure, C29H18ClN4O6Tc (ωB97M-V/def2-TZVPD, the OMol25 dataset).

```
! wB97M-V def2-TZVPD RIJCOSX def2/J DEFGRID3
* xyz 1 2
Tc -0.16 -0.09 -0.63
O 5.58 -3.65 -1.49
C 4.50 -4.02 -1.96
O 4.14 -4.95 -2.70
C 3.31 -3.11 -1.52
C 2.01 -3.38 -1.96
C 0.99 -2.56 -1.55
N 1.27 -1.48 -0.79
C 2.48 -1.30 -0.22
C 3.54 -2.08 -0.60
C 2.35 -0.41 0.94
C 3.39 -0.10 1.80
C 3.10 0.55 2.99
C 1.78 0.85 3.29
C 0.79 0.55 2.36
N 1.07 -0.04 1.19
C -0.46 -2.77 -1.72
C -1.03 -3.82 -2.40
C -2.41 -3.95 -2.39
C -3.18 -3.04 -1.69
C -2.55 -1.99 -1.04
N -1.22 -1.86 -1.05
H 1.88 -4.26 -2.57
H 4.54 -2.00 -0.20
H 4.40 -0.41 1.56
H 3.89 0.79 3.68
H 1.50 1.31 4.22
H -0.24 0.77 2.57
H -0.40 -4.52 -2.93
H -2.88 -4.77 -2.91
H -4.26 -3.11 -1.66
H -3.09 -1.23 -0.50
O -0.11 1.29 -4.36
C 0.09 1.17 -3.20
O -0.43 0.15 -2.46
C 0.91 2.09 -2.36
C 1.54 3.19 -2.89
C 2.26 4.01 -2.03
C 2.29 3.69 -0.68
C 1.63 2.56 -0.23
N 0.96 1.76 -1.06
H 1.45 3.38 -3.95
H 2.77 4.89 -2.40
H 2.82 4.31 0.03
H 1.61 2.32 0.82
Cl -6.61 2.17 4.59
C -5.23 2.00 3.57
C -4.49 3.12 3.23
C -3.38 2.98 2.41
C -3.02 1.72 1.94
C -3.77 0.60 2.29
C -4.88 0.74 3.11
C -1.82 1.61 1.08
O -1.03 2.52 0.90
O -1.66 0.40 0.51
H -4.78 4.09 3.60
H -2.79 3.84 2.13
H -3.49 -0.38 1.93
H -5.47 -0.12 3.40
*
```

Kohn-Sham gap (spin up / spin down) (Ha): 0.195 / 0.175
DFT total energy (hartree): -2327.23709
Molar mass (g mol⁻¹): 651.94
Energy relative to the best compared isomer or geometry (same formula, charge and spin) (eV): 0.000

=====

# C2H3N2O

2 unconnected molecules or ions with the total composition C2H3N2O in a non-equilibrium geometry (ωB97M-V/def2-TZVPD, the OMol25 dataset).

```
! wB97M-V def2-TZVPD RIJCOSX def2/J DEFGRID3
* xyz -1 1
C 1.37 0.77 0.01
C -0.88 0.04 -0.02
N 2.37 1.30 0.27
N 0.48 0.12 -0.55
O 0.61 -2.17 0.08
H -1.46 0.93 -0.16
H -1.55 -0.55 -0.60
H -0.94 -0.43 0.96
*
```

Kohn-Sham gap (spin up / spin down) (Ha): 0.244 / 0.309
DFT total energy (hartree): -262.59364
Molar mass (g mol⁻¹): 71.06
Energy relative to the best compared isomer or geometry (same formula, charge and spin) (eV): 4.328

=====

# C33H29BrF11N6O3Se3TeTl

A molecular structure, C33H29BrF11N6O3Se3TeTl (ωB97M-V/def2-TZVPD, the OMol25 dataset).

```
! wB97M-V def2-TZVPD RIJCOSX def2/J DEFGRID3
* xyz -2 1
Tl -1.69 -1.40 -0.91
C -2.51 0.33 2.28
N -3.35 0.71 1.17
C -4.58 -0.05 1.15
C -4.40 -1.50 0.69
N -3.83 -1.52 -0.65
C -4.62 -1.85 -1.72
C -5.43 -3.00 -1.74
F -5.42 -3.85 -0.70
C -6.20 -3.35 -2.83
F -6.95 -4.47 -2.80
C -6.19 -2.57 -3.97
F -6.94 -2.91 -5.04
C -5.40 -1.43 -3.99
F -5.43 -0.68 -5.10
C -4.65 -1.06 -2.89
F -1.83 -2.13 -2.86
C -3.59 2.15 1.15
C -2.41 3.00 0.67
N -2.22 3.01 -0.76
C -2.93 3.84 -1.50
C -3.97 4.76 -1.16
F -4.43 4.84 0.13
C -4.61 5.58 -2.06
F -5.58 6.42 -1.63
C -4.29 5.58 -3.41
F -4.90 6.42 -4.29
C -3.29 4.70 -3.81
F -2.95 4.67 -5.12
C -2.66 3.88 -2.92
F -1.71 3.05 -3.40
H -2.99 0.55 3.26
H -2.28 -0.74 2.25
H -1.56 0.86 2.25
H -5.07 -0.05 2.15
H -5.26 0.44 0.45
H -3.75 -2.05 1.38
H -5.37 -1.99 0.71
H -4.43 2.34 0.47
H -3.91 2.49 2.16
H -2.52 4.00 1.10
H -1.50 2.58 1.11
C 3.57 -2.29 3.95
C 3.76 -3.48 3.01
N 2.94 -3.38 1.80
C 1.63 -3.74 1.90
C 0.71 -3.56 0.93
C -0.75 -3.75 1.30
O -1.03 -4.65 2.09
O -1.55 -2.88 0.83
C 1.14 -3.09 -0.37
O 0.39 -2.99 -1.34
C 2.54 -2.64 -0.43
C 2.95 -1.93 -1.57
C 4.10 -1.19 -1.52
F 4.48 -0.50 -2.62
C 4.85 -1.06 -0.34
C 4.53 -1.89 0.72
C 3.37 -2.68 0.69
N 5.79 0.01 -0.24
C 5.09 1.30 -0.43
C 6.07 2.46 -0.34
N 6.76 2.41 0.94
C 7.52 1.18 1.03
C 6.55 0.01 1.01
H 4.21 -2.40 4.83
H 2.54 -2.24 4.28
H 3.81 -1.35 3.46
H 3.48 -4.41 3.51
H 4.80 -3.59 2.71
H 1.33 -4.17 2.84
H 2.30 -1.91 -2.43
H 5.09 -1.80 1.64
H 4.31 1.43 0.33
H 4.61 1.30 -1.40
H 5.51 3.39 -0.42
H 6.77 2.39 -1.19
H 4.57 2.14 2.57
H 7.32 3.23 1.09
H 8.08 1.16 1.97
H 8.24 1.06 0.20
H 5.89 0.10 1.88
H 7.10 -0.93 1.08
Se -0.13 0.64 -0.68
Se 1.39 -0.01 1.01
Te 3.23 1.98 3.56
Se 1.42 2.21 1.86
Br -3.70 0.55 -2.94
*
```

Kohn-Sham gap (Ha): 0.153
DFT total energy (hartree): -13146.54929
Molar mass (g mol⁻¹): 1415.38
Energy relative to the best compared isomer or geometry (same formula, charge and spin) (eV): 0.524